# C21H45Br2N7O5

8 unconnected molecules or ions with the total composition C21H45Br2N7O5 in a non-equilibrium geometry (ωB97M-V/def2-TZVPD, the OMol25 dataset).

Structure (XYZ):
```
80
Properties=species:S:1:pos:R:3
C 17.4908 5.3550 15.6895
C 17.6972 5.0132 14.2884
N 17.8492 4.8857 13.1558
H 18.1285 4.7021 16.2869
H 16.4566 5.2424 15.9595
H 17.7600 6.4436 15.8495
C 17.4635 11.1659 17.2311
C 17.0130 9.7596 16.9786
N 16.6109 8.7161 16.7684
H 18.1161 11.6080 16.4676
H 17.8689 11.1875 18.2313
H 16.5470 11.8004 17.1964
Br 12.7837 9.8933 10.8579
C 11.7536 10.1021 9.2430
C 10.3216 10.2409 9.5786
Br 9.3118 10.6635 7.9801
H 11.9884 9.2282 8.6067
H 12.1438 10.9510 8.7135
H 10.2575 11.1323 10.2126
H 9.8684 9.3901 9.9235
C 6.7463 9.0160 10.2284
O 7.8418 8.7200 10.6524
N 6.1923 10.2633 10.4277
C 4.8629 10.5764 9.9062
C 6.8906 11.1968 11.2642
H 6.1416 8.2852 9.6596
H 4.2850 11.1965 10.5644
H 4.3610 9.6512 9.6289
H 4.8809 11.1754 8.9849
H 6.2729 11.4621 12.1296
H 7.8067 10.6680 11.5938
H 7.2325 12.0905 10.6752
C 16.9747 11.8237 13.1079
O 17.3584 11.6328 14.2715
N 16.2290 12.8611 12.6976
C 15.6703 13.0147 11.3859
C 16.1022 13.9837 13.6799
H 17.2068 11.1495 12.1998
H 14.6304 13.0974 11.3408
H 16.0763 12.2335 10.7100
H 16.0918 13.9720 11.0003
H 16.1374 14.9094 13.0955
H 15.1695 14.0120 14.2807
H 16.9522 14.0929 14.3299
C 12.8706 10.3972 6.1838
O 13.7500 9.6280 6.3624
N 13.0315 11.7192 6.2672
C 11.9896 12.5670 5.8567
C 14.2397 12.2214 6.7949
H 11.8716 10.0968 5.8658
H 11.0956 12.0573 5.4169
H 12.1611 13.3171 5.1400
H 11.6356 13.1957 6.7349
H 14.9717 11.4352 6.6618
H 14.6514 13.1045 6.4612
H 14.1590 12.5080 7.8564
C 12.4930 14.0397 10.1090
O 12.1732 12.9583 9.6014
N 12.0628 14.4554 11.3161
C 12.5449 15.7139 11.9033
C 11.1438 13.7096 12.2385
H 13.2501 14.7374 9.5787
H 11.7335 16.4381 11.8780
H 13.3453 16.1507 11.3514
H 12.8317 15.5230 12.9138
H 10.8990 12.7941 11.8282
H 11.6054 13.6697 13.2241
H 10.2600 14.3535 12.2329
C 16.9354 8.6577 10.5692
O 17.1020 9.8724 10.5063
N 16.1883 7.9373 9.7648
C 16.0972 6.5254 9.9766
C 15.4143 8.5234 8.6924
H 17.4176 8.1346 11.3665
H 15.0652 6.2835 10.3011
H 16.7685 6.2783 10.8565
H 16.3181 5.9206 9.1163
H 15.2399 9.5703 8.7794
H 15.9679 8.3297 7.7523
H 14.4404 7.9967 8.5795
```

* SMILES: CN(C)C=O.CN(C)C=O.CN(C)C=O.CN(C)C=O.CN(C)C=O.BrCCBr.CC#N.CC#N
* Kohn-Sham gap: 9.1 eV

These are the Mulliken partial charges, in e, on atoms 1 to 8: -0.60, 0.32, -0.42, 0.27, 0.27, 0.14, -0.67, 0.34